11
Properties=species:S:1:pos:R:3:mulliken_charge:R:1 method="wB97M-V/def2-TZVPD" lumo_energy_ev="-2.479 / -2.476" total_charge=0 e_homo_ev="-9.3533 / -9.3455" relative_energy_kcal_mol=129.2 largest_force_ev_per_a=0.91
N -0.356 -1.197 2.647 -0.363
C -0.542 -0.398 1.817 0.580
C -1.488 0.545 -0.184 0.226
C -0.720 0.667 0.934 -1.059
C 1.636 -0.166 -0.410 -1.053
C -2.206 0.582 -1.172 0.116
H 2.569 -0.384 0.108 0.309
H -2.859 0.578 -2.018 0.396
H 1.020 -1.067 -0.452 0.240
H 1.130 0.631 0.148 0.299
H 1.817 0.208 -1.418 0.308

***

119
Properties=species:S:1:pos:R:3:mulliken_spin:R:1 method="wB97M-V/def2-TZVPD" lumo_energy_ev="-6.507 / -6.387" multiplicity=6 total_charge=+2 e_homo_ev="-13.3001 / -13.3003" relative_energy_kcal_mol=0.0 largest_force_ev_per_a=3.62
Dy 2.288 -0.994 0.360 5.289
S 1.520 1.151 1.841 -0.044
S -0.116 -0.100 -1.650 -0.006
S 0.412 -2.800 1.056 -0.025
P 3.685 -0.100 -2.851 -0.028
O 3.749 -1.005 2.108 -0.035
O 4.217 -2.186 0.225 -0.028
O 3.104 -0.296 -1.448 -0.066
N -1.552 -0.243 3.550 0.000
N -2.024 -0.779 0.025 0.001
N -2.128 2.101 0.615 0.000
N -1.115 1.393 1.230 -0.012
N -1.016 -0.886 2.400 -0.008
N -3.145 -1.411 0.527 0.001
C -1.981 -0.119 5.855 -0.001
C -3.990 -1.930 -0.328 0.000
C -0.872 -0.072 6.946 0.000
C 8.182 -0.621 -3.014 0.000
C 2.156 -3.042 -5.881 0.000
C 3.345 1.482 -3.479 0.001
C 1.445 -1.866 -5.690 0.000
C -4.675 -4.115 0.595 0.000
C -0.987 -2.189 4.727 0.000
C -3.221 -0.825 6.459 0.000
C 3.118 -1.316 -3.988 0.002
C 7.473 -1.166 -1.922 0.000
C -5.546 -1.941 1.547 0.000
C 1.900 -1.015 -4.696 0.000
C -0.377 -2.101 2.437 0.000
C -2.043 3.391 0.629 0.000
C 3.032 2.527 -2.596 -0.002
C -2.598 -1.322 -2.228 -0.002
C 5.792 -2.150 2.058 -0.001
C 1.356 4.115 2.090 -0.001
C 6.214 0.581 -3.677 0.001
C 0.056 1.989 1.644 -0.003
C -3.675 -1.982 -1.708 -0.001
C -5.145 -2.672 0.290 0.000
C -4.167 4.624 1.162 0.000
C 0.108 3.399 1.647 -0.002
C -2.443 1.285 5.419 0.000
C -2.329 -1.324 -3.709 0.000
C -0.415 -2.816 3.643 -0.002
C 3.145 2.956 -5.367 0.000
C 6.122 -0.934 -1.824 -0.003
C 3.297 -3.390 -5.184 0.000
C 0.373 -4.086 3.835 0.000
C 5.486 -0.179 -2.823 0.000
C -3.266 4.098 0.046 0.000
C 3.426 1.712 -4.863 0.000
C 7.607 0.302 -3.835 0.000
C -2.727 5.263 -0.866 0.000
C 2.778 4.046 -4.539 0.000
C -6.322 -2.647 -0.708 0.000
C -1.476 -0.895 4.649 0.001
C 4.488 -1.768 1.404 -0.025
C 3.717 -2.580 -4.152 0.000
C -4.096 3.229 -0.935 0.000
C -0.965 4.123 1.158 0.002
C 2.757 3.807 -3.147 0.000
C -1.614 -0.811 -1.302 0.000
B -1.253 -0.126 1.115 -0.007
H -0.942 -2.593 5.730 0.000
H 4.630 -2.771 -3.628 0.000
H 0.512 -1.722 -6.259 0.000
H 1.333 -0.105 -4.477 0.000
H 2.448 4.652 -2.485 0.000
H 5.830 1.404 -4.238 0.000
H 1.853 -3.635 -6.732 0.000
H 1.983 4.103 1.185 0.000
H -0.539 -1.103 7.171 0.000
H 0.292 -4.275 4.876 0.000
H -3.067 -1.991 -4.194 0.000
H -3.532 5.205 1.906 0.000
H 0.022 0.500 6.656 0.000
H -1.984 4.772 -1.573 0.000
H -3.452 2.824 -1.751 0.000
H -2.296 -0.349 -4.198 0.000
H 7.938 -1.959 -1.276 0.000
H -1.264 0.468 7.832 0.000
H 5.483 -1.236 -0.948 0.005
H 3.786 -4.340 -5.358 0.000
H 2.968 2.267 -1.515 0.000
H -3.599 5.604 -1.443 0.000
H -0.882 5.219 1.121 0.000
H 6.113 -3.179 1.829 0.000
H 2.499 4.997 -5.002 0.000
H -4.961 5.332 0.841 0.000
H 3.270 3.150 -6.412 0.000
H -4.307 -2.638 -2.339 0.000
H -6.110 -3.217 -1.618 0.000
H -6.022 -0.988 1.233 0.000
H 8.155 0.826 -4.595 0.000
H -1.319 -1.771 -3.889 0.000
H 5.657 -2.078 3.136 0.000
H -3.829 -0.202 7.134 0.000
H -4.449 -4.678 -0.298 0.000
H -3.057 -1.796 6.944 0.000
H -7.246 -3.079 -0.240 0.000
H -4.703 -1.749 2.222 0.000
H 9.215 -0.862 -3.157 0.000
H -6.280 -2.569 1.997 0.000
H -5.377 -4.757 1.131 0.000
H -3.218 1.266 4.640 0.000
H 1.408 -3.971 3.538 0.000
H 1.867 3.616 2.910 0.001
H -3.771 -4.180 1.200 0.000
H 1.138 5.143 2.350 0.000
H -2.338 6.128 -0.248 0.000
H -6.595 -1.606 -0.973 0.000
H 6.576 -1.422 1.740 0.000
H -4.929 3.790 -1.355 0.000
H -3.828 -1.102 5.585 0.000
H -1.605 1.837 4.945 0.000
H -2.818 1.829 6.325 0.000
H 3.495 0.855 -5.531 0.000
H -0.057 -4.883 3.229 0.000
H -4.571 3.821 1.792 0.000
H -4.590 2.432 -0.345 0.000

***

51
Properties=species:S:1:pos:R:3:mulliken_spin:R:1 method="wB97M-V/def2-TZVPD" lumo_energy_ev="3.999 / 3.863" multiplicity=2 total_charge=-2 e_homo_ev="-0.7993 / -0.7892" relative_energy_kcal_mol=22.4 largest_force_ev_per_a=0.72
Te -0.658 -3.580 -2.358 0.004
Te -2.814 -4.224 -0.771 0.024
Ru 0.285 0.171 -0.196 0.650
Se 0.855 -1.910 -1.275 0.317
Se -4.025 -2.140 -0.420 0.010
S -1.094 -2.226 1.611 0.004
S 1.913 1.205 -1.551 0.010
F -0.686 1.360 -3.587 0.000
F -1.482 -0.571 -3.059 -0.001
F -2.783 1.138 -3.129 0.001
F -2.450 0.945 -0.645 -0.001
F -1.027 2.437 -1.339 0.000
O 1.725 -0.311 1.330 -0.007
O 3.290 0.327 2.752 0.006
N -1.473 -0.080 3.680 -0.001
N -1.013 -0.542 1.412 0.009
N 0.076 1.857 1.084 0.000
C 4.555 1.279 -1.706 0.006
C 2.871 0.175 1.598 -0.014
C 6.207 0.752 -0.057 0.002
C 5.182 0.453 0.818 -0.003
C -2.646 -1.481 5.256 -0.001
C 0.447 4.106 1.742 -0.003
C 5.879 1.181 -1.340 -0.002
C -2.030 -1.314 4.029 0.003
C 3.497 0.954 -0.835 -0.002
C -1.550 0.722 -2.771 0.005
C -0.886 2.675 3.104 -0.003
C -1.949 -2.378 3.131 -0.001
C -1.063 0.254 2.413 -0.004
C -1.236 1.033 -1.294 -0.019
C -0.631 1.647 2.203 -0.005
C 0.611 3.051 0.860 0.008
C -3.182 -2.715 5.609 0.001
C -3.121 -3.769 4.715 0.000
C -0.333 3.921 2.869 0.003
C -2.518 -3.593 3.474 0.000
C 3.831 0.539 0.466 0.006
H -3.551 -4.729 4.969 0.000
H 7.241 0.658 0.253 0.000
H -1.429 0.624 4.391 0.000
H -2.701 -0.644 5.944 0.000
H -3.654 -2.839 6.576 0.000
H -0.516 4.736 3.559 0.000
H -2.482 -4.404 2.756 0.001
H 5.392 0.143 1.833 0.000
H 1.172 3.126 -0.065 0.000
H -1.525 2.524 3.962 0.000
H 0.921 5.054 1.530 0.000
H 4.294 1.611 -2.704 -0.002
H 6.654 1.433 -2.056 0.000